The following is a quantum chemistry calculation of a structure of composition C27H21CoN3PSe2 in a non-equilibrium geometry, from the OMol25 dataset.

2S+1 ... 5
Relative energy (zero: lowest compared OMol25 entry of this formula, charge and spin) ... 0.0 kJ/mol
HOMO energy (alpha / beta) ... -14.33 / -14.32 eV
⟨S²⟩ ... 6.0204
Net charge ... +2
Lowest unoccupied orbital energy (alpha / beta) ... -6.597 / -8.800 eV

Each line ends with the Löwdin charge.
Atoms and positions in Å:
Se: -1.59959 0.05767 0.00639  0.546
Se: 1.84554 -0.32369 0.45552  0.706
Co: 0.45831 0.65739 -1.19186  0.174
P: -0.20096 -0.68867 1.47072  0.394
N: 0.32684 -0.90294 -2.43636  -0.018
N: 0.34979 2.54275 -0.34825  -0.016
N: 0.00406 1.64721 -2.65670  0.014
C: -0.85447 -4.54025 0.76113  -0.082
C: -0.59219 -0.66121 5.53767  -0.039
C: -0.25315 -0.45609 -3.61478  -0.172
C: -0.66028 -1.08709 4.21067  -0.086
C: 0.91888 1.08518 4.92908  -0.034
C: 0.36720 -3.12833 -3.36213  0.010
C: -0.32691 0.96357 -3.77249  -0.168
C: -1.03631 -3.17254 0.71112  -0.091
C: 0.34691 2.96487 0.94545  -0.104
C: 0.06847 2.98965 -2.68647  -0.171
C: 0.54762 -2.22851 -2.28666  -0.081
C: -0.58894 3.00061 -4.99354  0.025
C: 0.51108 4.29867 1.25316  -0.006
C: 0.19226 0.40410 5.93880  -0.033
C: -0.10647 3.69440 -3.86204  0.054
C: -0.32018 -5.21475 1.83454  -0.036
C: -0.09210 -0.33059 3.22965  -0.421
C: -0.67314 1.63366 -4.95006  0.041
C: -0.65174 -1.32457 -4.65950  0.050
C: 0.81148 0.65472 3.58272  -0.140
C: -0.25461 -2.42844 1.63759  -0.470
C: 0.35606 4.88475 -1.02723  0.016
C: -0.16125 -2.63163 -4.55411  -0.006
C: 0.39521 5.31251 0.27375  0.001
C: 0.22622 -4.47178 2.89730  -0.002
C: 0.32510 3.50838 -1.33992  -0.150
C: 0.43646 -3.09093 2.62812  -0.104
H: -0.89724 1.05943 -5.82852  0.119
H: 1.14836 -2.51219 3.25026  0.134
H: -0.29433 -6.29674 1.74764  0.125
H: -1.07082 -5.18410 -0.07037  0.112
H: 1.56186 1.07206 2.84345  0.080
H: 0.35825 0.75223 6.95720  0.124
H: 0.21793 5.61265 -1.85765  0.134
H: 0.03966 4.78130 -3.86545  0.131
H: -1.62882 -2.70681 -0.05180  0.058
H: 0.53428 -4.18477 -3.26975  0.118
H: -0.27187 -3.20426 -5.47608  0.132
H: 0.46607 6.35585 0.53684  0.128
H: 0.93690 -2.54098 -1.35355  0.079
H: 1.47865 2.02360 5.16064  0.126
H: -1.15378 -1.10288 6.34007  0.118
H: 0.33463 2.20425 1.69385  0.053
H: -0.75835 3.55234 -5.88699  0.125
H: -1.24025 -2.00588 3.95242  0.139
H: 0.72383 4.55223 2.30678  0.132
H: -1.12207 -0.93270 -5.53279  0.112
H: 0.52190 -4.91273 3.84254  0.120


The following is a quantum chemistry calculation of a structure of composition C27H21FN5SY, from the OMol25 dataset.

Relative energy (zero: lowest compared OMol25 entry of this formula, charge and spin) ... 0.0 kJ/mol
HOMO energy ... -7.69 eV
Net charge ... 0
Lowest unoccupied orbital energy ... -1.545 eV

Each line ends with the Löwdin charge.
Atoms and positions in Å:
Y: 0.26784 0.27325 -2.32694  1.271
S: 2.04311 -1.49236 -1.48309  0.496
F: -5.40401 -2.53181 -3.70106  0.050
N: 0.05939 0.03546 0.10559  -0.067
N: 2.36383 -2.31016 1.01184  0.056
N: 0.74749 -0.70237 0.84834  0.045
N: -1.24090 5.59274 1.24065  0.165
N: 2.12099 -2.36192 2.29463  0.017
C: 0.95404 2.71536 -2.80592  -0.449
C: 3.21448 -4.06509 5.35280  -0.090
C: 1.54872 2.77990 -1.51549  -0.093
C: -2.95756 2.06020 0.68404  -0.066
C: -1.79475 -0.55998 -3.11303  -0.304
C: -4.00834 -0.69623 -4.15814  -0.027
C: -0.88590 4.04904 -1.89483  -0.026
C: -0.22657 4.17554 -0.66604  -0.247
C: -4.22844 -1.89572 -3.50868  -0.292
C: -2.69239 2.61863 1.92346  -0.086
C: 0.98566 3.51811 -0.48643  -0.033
C: 4.51313 -4.89172 3.51602  -0.083
C: 2.84021 -3.22388 3.13495  -0.232
C: 3.83671 -4.05876 2.64050  -0.026
C: -0.86711 0.88667 0.77410  -0.269
C: 1.69392 -1.50208 0.23667  -0.809
C: -2.04005 1.19766 0.09930  -0.035
C: -0.79244 4.96054 0.39059  -0.195
C: -1.50789 2.31313 2.58616  -0.074
C: -0.32659 3.32585 -2.92495  -0.062
C: 1.46332 1.82544 -3.80252  -0.181
C: 2.52851 -3.22561 4.49051  -0.037
C: -2.79841 -0.04845 -3.95056  -0.149
C: -3.29083 -2.46242 -2.67303  -0.022
C: -2.08963 -1.78296 -2.49015  -0.173
C: -0.59157 1.44706 2.01844  -0.031
C: 4.20997 -4.90251 4.87135  -0.098
H: 1.05691 1.92565 -4.80460  0.051
H: 1.38940 -1.78047 2.68583  0.137
H: -2.64437 0.89397 -4.46947  0.081
H: -3.39103 3.31340 2.36878  0.109
H: 2.52699 1.60645 -3.76401  0.052
H: -0.84499 3.26563 -3.87505  0.115
H: 1.49512 3.58513 0.46646  0.127
H: 1.75010 -2.57176 4.86705  0.109
H: 4.06789 -4.04691 1.58552  0.106
H: -4.77383 -0.29178 -4.80762  0.114
H: 0.34423 1.21960 2.51092  0.107
H: -3.87728 2.29197 0.16338  0.112
H: 2.51185 2.30397 -1.36034  0.118
H: -2.26435 0.73525 -0.85845  0.085
H: 5.28806 -5.54192 3.13125  0.105
H: -1.29108 2.77421 3.54041  0.110
H: -1.84378 4.53350 -2.03419  0.125
H: -1.35847 -2.24958 -1.82869  0.076
H: -3.50151 -3.40634 -2.18768  0.116
H: 4.74495 -5.55781 5.54514  0.100
H: 2.96722 -4.06270 6.40625  0.103